# 1
Here is a molecular structure, C25H34FeO7 at a distorted geometry from the OMol25 dataset. Energies are from ωB97M-V with the def2-TZVPD basis set.

Summary:
* E_HOMO (alpha / beta): -7.6 / -8.8 eV
* energy above the lowest of the compared OMol25 structures with the same formula, charge and spin: 1.850 eV
* <S²>: 6.117

Geometry as ORCA input:
```
! RIJCOSX wB97M-V def2-TZVPD def2/J DEFGRID3
* xyz 0 5
C 0.101 -2.644 0.092
C -1.591 -3.948 1.355
H -0.826 2.471 -5.096
H 0.150 -2.894 -0.995
H -2.405 -0.620 1.497
C -1.223 2.611 2.315
H 0.476 4.217 -4.717
H 2.241 2.334 -3.399
C 1.617 0.207 0.456
O -0.876 2.632 -0.278
C -0.374 1.686 0.327
O 1.421 0.463 -2.428
H -4.065 -5.980 0.705
H 2.588 3.838 -4.253
C 0.369 0.573 -1.778
H -0.992 -0.195 -3.226
C 2.449 4.090 -2.131
H 3.547 4.124 -2.144
C -1.328 1.917 -3.100
C 1.604 -5.820 3.059
H 0.979 3.072 -0.953
H 3.918 2.579 -0.341
Fe -0.120 -5.666 2.823
C -0.285 2.318 -4.151
H -2.261 2.254 2.255
H -1.126 3.554 1.766
O -0.936 -8.135 4.006
C -0.741 2.770 3.729
H -1.389 2.647 -2.288
H 2.214 -0.510 -0.121
O -0.217 -4.129 5.302
C -0.788 -1.408 0.290
H 0.181 3.361 3.753
H -1.482 3.326 4.304
H 2.008 4.129 -0.009
C 2.421 1.464 0.788
C 0.502 3.595 -3.808
H 1.791 2.098 1.427
H -3.230 -2.771 2.226
C 1.991 3.405 -3.435
O 2.706 -5.451 3.160
C -1.817 -1.499 1.169
H 0.401 1.474 -4.295
C -0.992 0.583 -2.452
O -2.307 -5.134 1.158
H 0.125 -4.893 0.429
H -0.594 -0.437 -0.250
H 1.292 -0.294 1.372
C -2.270 -2.748 1.694
C -0.634 -7.094 3.587
H -0.014 4.161 -3.019
C -0.299 -4.804 4.347
C 2.887 2.213 -0.461
H 2.064 5.118 -2.107
H -4.168 -4.208 1.044
H -1.754 0.305 -1.713
H -0.555 1.824 4.245
H -2.326 1.849 -3.558
C -0.267 -3.927 0.841
O -0.384 1.613 1.677
C 2.019 3.399 -0.837
H 2.902 1.522 -1.314
C 0.331 0.512 -0.303
C -3.601 -5.007 0.549
H 1.162 -2.464 0.375
H 3.303 1.167 1.367
H -3.530 -4.794 -0.530
*
```

***

# 2
Here is 2 unconnected molecules or ions with the total composition C25H34N5O3 at a distorted geometry from the OMol25 dataset. Energies are from ωB97M-V with the def2-TZVPD basis set.

Summary:
* E_HOMO: -10.3 eV
* energy above the lowest of the compared OMol25 structures with the same formula, charge and spin: 0.000 eV

Geometry as ORCA input:
```
! RIJCOSX wB97M-V def2-TZVPD def2/J DEFGRID3
* xyz 1 1
H -0.100 4.243 -1.060
H 4.284 -1.784 0.946
H 0.095 4.629 1.492
H 1.964 -1.161 0.969
O 7.984 2.374 -0.077
H 0.784 -5.251 0.658
H -0.633 -4.927 -0.352
C 0.355 -5.383 -0.334
H 2.875 -5.713 -2.128
H -2.593 -0.628 -0.113
H -0.301 -4.359 -2.719
N 1.231 -4.766 -1.327
O 8.520 0.280 0.266
C -5.126 -0.526 1.113
H -2.782 0.889 1.901
C -2.596 1.280 0.892
C -6.843 0.209 -0.913
H 5.629 2.857 -0.004
N 2.630 -5.256 -1.245
C -0.066 3.565 1.652
H 3.260 2.324 0.253
C -3.243 2.649 0.782
H 0.688 2.674 -1.005
H -2.153 5.291 -0.633
N -1.121 1.490 0.748
H -5.095 0.855 -1.947
C -4.609 0.049 -0.037
C 6.278 0.858 0.316
H -6.876 -1.153 2.163
C 0.682 -4.826 -2.682
H 6.664 -1.201 0.669
H -2.025 5.556 1.114
C -0.870 2.957 0.505
C 4.574 -0.771 0.732
C 3.988 1.541 0.347
H -0.617 3.439 2.584
H 3.605 -3.428 -1.595
H 1.447 1.792 0.502
C 3.599 -4.246 -0.874
H 0.907 3.101 1.782
C -0.263 3.183 -0.876
H -7.513 0.499 -1.707
H 4.603 -4.669 -0.812
C -6.484 -0.721 1.256
C 5.896 -0.451 0.582
H -4.456 -0.814 1.903
C -7.342 -0.351 0.243
C -5.486 0.408 -1.050
C 5.313 1.848 0.201
C 1.177 0.777 0.700
H 0.259 -6.448 -0.537
H -2.925 0.729 -1.154
N 7.676 1.190 0.160
H -0.946 2.801 -1.636
C -0.171 0.521 0.850
O -4.424 2.901 0.884
C -2.512 4.965 0.341
C 2.208 -0.132 0.778
C -3.140 0.317 -0.164
H -0.491 -0.483 1.060
N -2.234 3.551 0.530
H -3.585 5.137 0.394
C 3.576 0.217 0.618
H -8.404 -0.489 0.358
H 3.341 -3.844 0.106
H 0.590 -5.864 -3.001
H 1.343 -4.301 -3.370
*
```

***

# 3
Here is a molecular structure, C25H35As2N2OTi from the OMol25 dataset. Energies are from ωB97M-V with the def2-TZVPD basis set.

Summary:
* E_HOMO (alpha / beta): -9.1 / -10.4 eV
* energy above the lowest of the compared OMol25 structures with the same formula, charge and spin: 0.196 eV
* <S²>: 2.010

Geometry as ORCA input:
```
! RIJCOSX wB97M-V def2-TZVPD def2/J DEFGRID3
* xyz 1 3
H 1.992 3.009 -1.104
H -4.126 -3.891 3.477
H 1.289 4.011 -2.387
H -2.502 -1.078 -2.988
H 1.059 1.473 4.891
H -5.510 1.153 -1.401
H 1.899 -2.792 -1.968
H 0.745 -0.948 3.491
H -5.013 -2.917 -0.191
H -3.499 -1.014 2.729
H 1.213 -1.973 -4.657
H 1.118 2.952 -4.369
H -4.920 -3.026 2.148
O 0.846 -0.713 1.428
H 0.639 4.097 -0.741
C 1.727 -0.131 -5.605
H 2.113 1.854 -6.328
H -4.078 -4.563 1.844
H 2.163 -0.618 -6.468
C 0.846 -3.000 -2.141
H -2.067 3.680 -1.991
Ti -0.654 0.195 0.145
H -2.285 -2.707 -2.350
C -3.572 0.617 -0.624
C -2.497 -2.747 0.765
H 0.726 -3.487 -3.106
C 0.346 1.771 4.132
C -1.425 2.445 2.183
C -2.727 -0.374 -0.099
C 0.236 1.044 2.959
C -3.296 -1.652 0.087
C 1.191 -0.893 -4.577
C -4.892 0.364 -0.987
H -2.389 2.285 -3.037
C 1.700 1.255 -5.527
C -4.607 -1.917 -0.307
C 0.627 -0.285 -3.458
H -2.059 4.041 3.453
H -1.244 3.540 -3.561
C -1.627 2.987 -2.706
H 1.194 -1.608 1.346
H -1.429 -2.510 0.670
C 1.139 1.870 -4.418
H -2.120 2.664 1.383
C -0.477 2.863 4.322
As -0.195 1.995 -1.842
H -2.786 -1.994 4.031
H -1.752 -1.254 2.795
H 0.481 -3.676 -1.368
H -1.592 -2.286 -3.939
C -1.816 -1.921 -2.939
C 0.607 1.110 -3.379
C -2.712 -1.742 2.970
N -2.779 -2.957 2.188
N -0.622 1.384 1.986
C 1.056 -0.203 2.758
C -1.390 3.201 3.333
H -3.193 1.625 -0.790
H 2.112 0.014 2.912
C -5.405 -0.915 -0.844
As -0.188 -1.351 -2.038
H -2.664 -3.711 0.277
C 1.069 3.435 -1.491
H -6.422 -1.134 -1.147
H -0.413 3.444 5.233
C -4.047 -3.637 2.419
*
```

***

# 4
Here is a molecular structure, C25H35ClMgN2O3Si2 from the OMol25 dataset. Energies are from ωB97M-V with the def2-TZVPD basis set.

Summary:
* E_HOMO: -8.2 eV
* energy above the lowest of the compared OMol25 structures with the same formula, charge and spin: 0.000 eV

Geometry as ORCA input:
```
! RIJCOSX wB97M-V def2-TZVPD def2/J DEFGRID3
* xyz 0 1
H 0.977 2.777 -4.561
C -2.148 -2.524 -0.020
H 2.532 2.755 2.637
H -7.283 -2.147 -0.817
H 1.079 -0.862 2.811
H 2.136 -2.783 -1.850
H 4.816 1.007 3.686
H -1.906 2.937 1.939
C -6.229 -2.367 -0.656
H -0.495 4.529 -3.580
C 1.878 -0.265 3.258
H -5.925 -3.160 -1.339
H 5.589 0.699 2.131
H 1.971 2.443 0.989
C 2.944 -0.518 0.385
C -0.670 3.512 -1.683
H 5.254 -2.597 1.889
H -2.031 -3.524 0.400
Mg 0.947 -0.298 -0.317
H -3.192 1.999 -1.447
H 2.374 -3.202 2.434
H 5.076 -0.648 3.140
O -0.147 -1.640 -0.959
H -1.851 5.317 -1.621
Si 3.339 -2.327 0.291
C -4.000 -1.215 -0.726
C 0.607 2.702 -3.549
C -3.799 1.123 -1.268
C 3.158 -2.911 -1.489
H 5.273 -3.851 0.655
H 3.412 -3.968 -1.590
C 0.948 1.583 -2.766
O -1.385 -2.986 -2.236
Cl -5.912 2.722 -1.799
C -5.168 1.200 -1.390
C -1.965 4.237 0.213
H 0.373 1.202 1.775
H 1.568 0.795 -3.178
H 3.825 -2.349 -2.147
H 1.423 0.537 3.846
C -5.963 0.079 -1.193
H 5.836 -2.226 0.270
C -1.533 4.446 -1.063
H -6.102 -2.757 0.354
C 4.808 0.355 2.810
C -0.716 2.173 0.360
C 2.774 2.242 1.703
N -0.299 0.976 1.044
C 2.162 -3.334 1.372
H -2.635 4.941 0.686
H -7.037 0.159 -1.299
H -1.101 0.547 1.498
C -5.395 -1.139 -0.863
Si 3.123 0.389 1.969
N 0.540 1.419 -1.533
H 3.584 -0.014 -0.356
H -1.922 -1.780 0.753
C 5.088 -2.790 0.829
C -0.200 3.658 -3.008
C -0.264 2.365 -0.971
H 1.119 -3.063 1.199
H 3.667 2.722 1.299
H 2.262 -4.397 1.145
C -1.549 3.095 0.929
C -3.210 -0.091 -0.930
H -2.135 -0.155 -0.864
C -1.165 -2.395 -1.203
O -3.512 -2.438 -0.393
H 2.384 -0.918 3.969
*
```

***

Q: Among the records above, which one has the highest energy above the lowest of the compared OMol25 structures with the same formula, charge and spin?
A: C25H34FeO7

***

Q: Which value of energy above the lowest of the compared OMol25 structures with the same formula, charge and spin does entry 4 give?
A: 0.000 eV

***

Q: What is the formula in the second record?
A: C25H34N5O3